Entry 1:
{
  "formula": "C7H13N2S",
  "method": "ωB97M-V/def2-TZVPD",
  "elements": ["C", "C", "C", "C", "C", "C", "C", "N", "N", "S", "H", "H", "H", "H", "H", "H", "H", "H", "H", "H", "H", "H", "H"],
  "positions_angstrom": [[-0.598485, -1.709955, -1.159113], [0.479519, -1.191173, -1.974874], [-0.922764, -1.074503, -0.044072], [1.254564, 0.088631, -0.080420], [-2.120617, -1.303278, 0.813293], [1.940605, 1.455022, 0.007120], [-0.838126, 1.329921, 0.043055], [1.326926, -0.302349, -1.567506], [-0.152072, 0.063239, 0.410611], [2.145253, -1.280451, 0.793127], [-1.139454, -2.617608, -1.510532], [0.635175, -1.601755, -2.989163], [-1.996197, -1.851897, 1.719835], [-2.718404, -1.953226, 0.178545], [-2.714696, -0.341934, 1.088363], [2.830804, 1.187760, -0.452873], [2.171702, 1.869778, 1.030620], [1.516481, 2.309544, -0.732243], [-1.641297, 1.625827, 0.823078], [-0.262894, 2.271605, -0.172399], [-1.358773, 1.014310, -0.840376], [-0.087085, 0.004982, 1.421035], [3.153435, -1.506723, -0.168483]],
  "forces_ev_per_a": [[-0.39, -0.66, -0.24], [1.60, 0.77, -0.09], [-1.06, -0.64, 0.89], [1.13, -0.64, -2.66], [-1.48, 0.87, -0.81], [-1.47, 1.92, -0.18], [-2.62, 1.87, 0.68], [-1.01, -0.47, 1.10], [1.42, 1.37, 0.31], [0.88, 0.14, -0.50], [0.24, 1.03, 0.43], [-0.21, 0.43, 0.51], [0.68, -0.30, 0.78], [-0.66, 0.16, 0.27], [1.06, -1.62, -0.75], [2.11, -0.07, -0.65], [-0.57, -0.60, -1.02], [0.81, -2.18, 1.85], [1.46, -0.78, -1.17], [-0.14, -1.65, 0.53], [-0.45, 0.56, -0.64], [-0.05, -0.03, 0.44], [-1.27, 0.51, 0.93]],
  "total_charge": 1,
  "e_lumo_ha": -0.153,
  "relative_energy_kj_mol": 319.2,
  "homo_ev": -13.448
}

Entry 2:
{
  "formula": "C7H13N3O",
  "method": "ωB97M-V/def2-TZVPD",
  "elements": ["C", "C", "C", "C", "C", "N", "N", "H", "H", "H", "H", "H", "H", "H", "H", "C", "C", "O", "N", "H", "H", "H", "H", "H"],
  "positions_angstrom": [[-1.425569, -0.522122, 0.938800], [-0.614681, -1.741253, 1.437316], [-0.691480, 0.762210, 1.161839], [-1.213921, 1.984767, 0.824607], [0.846476, 2.178495, 1.575148], [0.589764, 0.908094, 1.612400], [-0.198725, 2.886602, 1.062512], [-1.602924, -0.633082, -0.126191], [-2.400395, -0.604652, 1.413092], [0.434418, -1.487512, 1.478675], [-2.119091, 2.285243, 0.330222], [1.789725, 2.665422, 1.753251], [-0.298431, 3.884072, 1.210214], [-0.746762, -2.579489, 0.758878], [-0.924820, -1.960658, 2.462773], [1.369337, -1.668303, -1.351668], [0.333306, -0.895185, -2.116755], [-0.794965, -1.283608, -2.344661], [0.808568, 0.241800, -2.692294], [1.947343, -0.998099, -0.708523], [2.049401, -2.246324, -1.974360], [0.173118, 0.736876, -3.294932], [1.779891, 0.490847, -2.711506], [0.910421, -2.404141, -0.698836]],
  "forces_ev_per_a": [[0.86, -1.20, 0.11], [-0.32, 0.57, 0.09], [-1.41, 0.62, -0.44], [0.61, 0.15, 0.07], [-0.11, 0.67, -0.58], [0.27, -0.77, 0.20], [0.08, 0.40, 0.56], [-0.03, 0.02, -0.18], [-0.12, 0.62, 0.11], [0.30, -0.03, -0.03], [-0.19, -0.08, 0.18], [0.09, -0.10, 0.35], [-0.03, -0.29, -0.40], [-0.17, -0.24, 0.28], [0.09, -0.37, -0.20], [0.12, -0.23, 1.03], [0.55, -0.50, -1.10], [-0.20, 0.02, 0.47], [-0.23, 0.43, -0.04], [0.06, -0.05, -0.14], [-0.01, 0.30, -0.42], [0.06, 0.01, -0.04], [0.00, -0.05, 0.19], [-0.26, 0.09, -0.04]],
  "total_charge": 0,
  "e_lumo_ha": 0.029,
  "relative_energy_kj_mol": 26.9,
  "homo_ev": -8.451
}

Entry 3:
{
  "formula": "C7H13N3O2S",
  "method": "ωB97M-V/def2-TZVPD",
  "elements": ["C", "C", "C", "C", "C", "C", "C", "N", "N", "N", "O", "O", "S", "H", "H", "H", "H", "H", "H", "H", "H", "H", "H", "H", "H", "H"],
  "positions_angstrom": [[2.548667, -2.080491, -0.683600], [2.402836, -1.530944, 0.631559], [1.630508, -1.338259, -1.393394], [1.501848, 2.431861, -0.385125], [-1.649787, -2.312244, 0.635502], [0.150151, 1.746134, -0.039520], [-2.165263, -0.893014, 0.440497], [1.572209, -0.538639, 0.650428], [1.067531, -0.417580, -0.534347], [0.093811, 0.496778, -0.791035], [-1.363260, -1.027530, -2.115533], [-2.246225, 1.070899, -1.330067], [-1.536137, -0.117377, -1.085943], [2.797617, -3.106560, -0.843834], [2.937161, -1.613527, 1.565902], [1.361393, -1.309735, -2.405015], [1.455954, 2.368222, -1.473858], [1.489092, 3.587974, -0.140484], [2.372630, 2.128182, 0.153736], [-1.672337, -2.985348, -0.257878], [-0.590518, -2.445808, 1.052489], [-2.262625, -2.851734, 1.412239], [0.220154, 1.598913, 1.145023], [-0.624824, 2.357523, -0.541822], [-2.119428, -0.295353, 1.229426], [-3.228451, -1.044912, 0.316535]],
  "forces_ev_per_a": [[-1.76, 0.25, 1.43], [1.21, -0.06, 0.05], [-0.09, 0.73, 0.52], [-1.71, 2.92, -0.23], [1.53, -2.05, 1.31], [1.97, 0.62, 1.90], [-0.24, -3.56, -3.93], [-0.74, 1.02, 2.30], [0.87, -1.38, -1.70], [-1.96, -0.11, -0.36], [0.20, -2.94, -2.01], [-1.38, 1.45, 0.01], [1.85, 1.74, 2.88], [0.90, -0.06, -0.65], [0.26, -0.85, -0.19], [-0.44, -0.25, -1.11], [1.23, 0.02, -0.03], [-0.47, -2.15, -0.42], [0.49, -0.98, -0.18], [-0.23, 1.01, 0.44], [-1.26, 0.75, -0.69], [0.31, 0.72, -0.73], [-1.21, 0.25, -2.49], [0.15, -0.32, 1.31], [0.99, 2.83, 3.32], [-0.47, 0.41, -0.76]],
  "total_charge": 0,
  "e_lumo_ha": 0.028,
  "relative_energy_kj_mol": 230.8,
  "homo_ev": -9.100
}

Entry 4:
{
  "formula": "C7H13N3O5",
  "method": "ωB97M-V/def2-TZVPD",
  "elements": ["C", "C", "C", "C", "C", "C", "C", "H", "H", "H", "H", "H", "H", "H", "H", "H", "H", "H", "H", "H", "N", "N", "N", "O", "O", "O", "O", "O"],
  "positions_angstrom": [[-2.416239, -0.852618, -0.190865], [-1.018092, -0.662821, 0.393070], [-3.255889, 0.458116, -0.148682], [1.154313, 0.232524, -0.052464], [1.144026, 1.666732, 0.391206], [2.291874, -0.140341, -0.944080], [3.587065, -0.714541, -0.209409], [-2.895581, -2.772657, 0.191123], [-2.284205, -1.891747, 1.441027], [-2.170712, -1.204989, -1.192162], [-3.599354, 0.464055, 0.917351], [-4.165572, 0.043396, -0.666010], [-3.381369, 2.196466, -0.994658], [-0.478008, -0.071214, -1.468561], [1.266182, -0.260995, 0.908697], [1.913883, -1.023337, -1.584648], [2.665780, 0.721567, -1.560011], [5.009902, -0.295522, 1.050342], [3.724029, 0.960042, 1.033245], [-0.847527, 1.919436, 0.378729], [-3.102449, -1.894512, 0.593734], [-0.171190, -0.155833, -0.467831], [4.093472, 0.012053, 0.816356], [-0.680376, -1.033188, 1.533779], [-2.614292, 1.570153, -0.722069], [2.202465, 2.253980, 0.515321], [4.037545, -1.858231, -0.518476], [-0.009686, 2.334028, 0.555935]],
  "forces_ev_per_a": [[0.64, -0.23, 0.44], [-0.43, -1.33, 1.73], [-1.20, -3.37, 0.38], [-0.94, 0.26, 1.40], [0.59, 1.62, -0.88], [1.53, -1.53, -1.40], [-0.63, -2.72, -0.72], [-0.02, -1.16, -0.80], [-3.12, -0.37, -1.78], [-0.66, 0.22, -0.46], [0.56, 1.00, -0.56], [0.50, 1.24, -0.05], [2.24, -1.33, 0.66], [0.57, 0.19, 1.62], [0.14, -0.48, 0.23], [0.91, 1.52, 0.74], [-0.61, -0.82, 0.32], [0.54, 0.10, 0.68], [0.61, -1.02, -0.44], [-0.52, -0.87, -0.51], [2.98, 1.76, 3.05], [0.97, 0.68, -2.96], [-0.99, 0.73, -0.79], [-0.88, 0.71, -1.12], [-2.42, 1.41, -0.35], [-0.80, -0.31, 0.40], [-1.07, 3.44, 0.58], [1.49, 0.68, 0.60]],
  "total_charge": 0,
  "e_lumo_ha": 0.004,
  "relative_energy_kj_mol": 186.4,
  "homo_ev": -9.699
}

Entry 5:
{
  "formula": "C7H13N3S",
  "method": "ωB97M-V/def2-TZVPD",
  "elements": ["C", "C", "C", "C", "C", "C", "C", "N", "N", "N", "S", "H", "H", "H", "H", "H", "H", "H", "H", "H", "H", "H", "H", "H"],
  "positions_angstrom": [[-0.536594, 0.237537, 0.191079], [-3.030348, -0.837639, -0.395917], [0.150340, -2.236466, 0.215139], [0.937177, -0.395463, 1.893530], [1.695562, -0.296281, -0.409562], [-1.941450, 3.367836, -0.303406], [0.538077, -0.760572, 0.437222], [-1.041506, 1.277708, 0.249436], [-2.824490, -0.449963, -1.516892], [-1.939945, 2.079049, 0.412813], [-3.186113, -1.653856, 0.896888], [-0.868792, -2.284074, -0.180954], [0.607496, -2.792525, -0.662665], [0.152665, -2.934197, 1.065924], [0.063780, -0.487781, 2.604998], [1.200188, 0.740724, 1.880767], [1.782550, -0.971746, 2.137594], [2.516219, -0.939281, -0.606680], [2.247158, 0.551443, 0.041227], [1.287164, 0.127458, -1.381018], [-2.117264, 4.204959, 0.391970], [-0.997527, 3.512451, -1.005781], [-2.821152, 3.389305, -0.900455], [-3.392873, 0.098620, -2.064350]],
  "forces_ev_per_a": [[1.20, -1.85, -1.03], [-0.03, -0.13, -2.00], [-0.95, -1.14, -1.75], [-1.58, 2.03, 0.11], [0.16, 2.46, -1.88], [2.00, -0.40, -0.54], [0.33, 0.81, 1.48], [0.44, -0.86, -0.23], [1.04, -1.05, 1.64], [-2.03, 2.92, 0.65], [-0.34, -0.35, 1.67], [-0.06, 0.19, 0.51], [0.51, 1.04, 1.13], [0.31, 0.68, 0.02], [1.11, -0.30, -0.62], [-0.28, -2.10, 0.20], [1.05, -0.71, 0.91], [0.21, -1.44, -0.23], [-0.72, -0.07, 0.04], [0.74, -0.79, 0.81], [0.73, -0.29, -0.07], [-1.81, -0.07, 1.53], [-0.71, -0.08, -0.95], [-1.32, 1.49, -1.41]],
  "total_charge": 0,
  "e_lumo_ha": 0.025,
  "relative_energy_kj_mol": 516.1,
  "homo_ev": -7.443
}

Entry 6:
{
  "formula": "C7H13N3S2",
  "method": "ωB97M-V/def2-TZVPD",
  "elements": ["C", "C", "C", "C", "C", "H", "H", "S", "C", "N", "N", "C", "N", "H", "H", "S", "H", "H", "H", "H", "H", "H", "H", "H", "H"],
  "positions_angstrom": [[-0.418632, -2.300546, -0.792541], [-1.126099, -1.024456, -0.986402], [-1.612182, -0.464743, 0.362475], [-2.401690, 0.783128, 0.337707], [-1.501445, 1.806862, 0.503861], [-2.150824, 2.823133, 0.793311], [-1.037325, 1.690259, 1.729014], [-0.330281, 2.346358, -0.787663], [0.993975, 1.441854, -0.192288], [1.169554, 0.754817, 1.015862], [2.233529, 0.381399, 1.241310], [3.021682, 0.404870, 0.148651], [4.359463, -0.470238, 0.077131], [5.039159, 0.180645, -0.407096], [4.673022, -0.677679, 0.931046], [2.431971, 1.252502, -0.968754], [-3.198353, 0.681345, 1.185527], [-2.981320, 0.914815, -0.520494], [-2.371721, -1.193240, 0.701870], [-0.957950, -0.473547, 1.199297], [-2.185411, -1.180021, -1.730141], [-0.779761, -0.146540, -1.284288], [-0.138110, -2.509745, -1.803327], [-1.132479, -3.045855, -0.265627], [0.401240, -1.975370, -0.488430]],
  "forces_ev_per_a": [[-6.99, -2.09, -3.60], [-6.91, -1.40, 1.01], [-3.41, -3.92, -0.06], [-2.81, -3.30, 1.26], [1.04, 8.30, 6.51], [1.69, -2.00, -1.23], [-0.43, 0.39, -4.08], [-1.14, -0.21, 0.92], [0.58, -1.63, 2.30], [-13.09, 6.79, -2.34], [11.43, -6.11, 1.17], [6.98, -5.59, 5.95], [-3.76, 4.76, -5.53], [-0.75, -1.29, 0.90], [1.21, -0.69, 4.40], [-1.14, 3.38, -6.99], [1.53, 0.79, -1.15], [-0.95, -0.15, -1.76], [0.28, -0.40, 0.01], [1.30, 0.17, 0.20], [2.87, 0.46, 2.17], [3.14, 2.82, -2.94], [-0.13, -1.61, -0.77], [1.96, 1.10, -0.76], [7.51, 1.45, 4.41]],
  "total_charge": 0,
  "e_lumo_ha": 0.017,
  "relative_energy_kj_mol": 362.0,
  "homo_ev": -8.018
}